i.
Entry from the OMol25 dataset: 2 unconnected molecules or ions with the total composition C2H9N2O (ωB97M-V with the def2-TZVPD basis set).

CARTESIAN COORDINATES (ANGSTROEM)
O: 1.836 -0.125 -1.694
N: -0.401 1.730 0.531
N: -0.481 -1.945 0.616
C: -0.719 0.367 0.094
C: -0.553 -0.643 0.954
H: 0.006 1.697 1.469
H: -0.510 -2.185 -0.362
H: 2.344 -0.914 -1.940
H: -0.732 -2.671 1.263
H: -1.219 2.339 0.558
H: -0.417 -0.453 2.013
H: 0.301 2.141 -0.082
H: 1.701 0.339 -2.527
H: -1.155 0.322 -0.891

Net charge ... +1
Kohn-Sham gap ... 9.5 eV
HOMO ... -12.9208 eV

Here are the natural (NBO) charges for atoms 1 to 2, given in e: number 1, O, carries -0.96; number 2, N, carries -0.66



ii.
Entry from the OMol25 dataset: 2 unconnected molecules or ions with the total composition C2H9N2O (ωB97M-V with the def2-TZVPD basis set).

CARTESIAN COORDINATES (ANGSTROEM)
O: -1.463 -2.092 -0.048
N: -1.451 0.186 0.034
N: 2.015 -0.033 -0.167
C: -0.884 -0.952 0.052
C: -0.612 1.334 0.279
H: -0.985 -2.800 -0.547
H: 2.701 -0.803 -0.330
H: -0.217 1.723 -0.677
H: -2.389 0.328 -0.229
H: 2.213 0.406 0.674
H: -1.282 2.010 0.736
H: 1.991 0.638 -0.864
H: 0.232 -0.955 0.121
H: 0.130 1.011 0.965

Net charge ... +1
Kohn-Sham gap ... 10.7 eV
HOMO ... -14.4860 eV

Here are the natural (NBO) charges for atoms 1 to 2, given in e: number 1, O, carries -0.61; number 2, N, carries -0.47



iii.
Entry from the OMol25 dataset: 2 unconnected molecules or ions with the total composition C2H9N2O (ωB97M-V with the def2-TZVPD basis set).

CARTESIAN COORDINATES (ANGSTROEM)
O: 0.560 -2.213 0.514
N: -0.004 -0.561 -0.994
N: 0.826 0.657 1.362
C: -0.883 0.466 -1.546
C: -0.261 -1.320 0.008
H: 1.023 -0.676 -1.292
H: -1.895 0.051 -1.514
H: 1.631 0.159 1.587
H: -0.868 1.148 -0.622
H: -1.317 -1.251 0.362
H: 0.739 1.385 1.990
H: 0.133 -2.413 1.391
H: 0.916 1.195 0.472
H: -0.699 0.944 -2.533

Net charge ... +1
Kohn-Sham gap ... 11.1 eV
HOMO ... -14.8740 eV

Here are the natural (NBO) charges for atoms 1 to 2, given in e: number 1, O, carries -0.59; number 2, N, carries -0.49



Which one sits at the bottom of the stability order? iii does.



i.
Entry from the OMol25 dataset: 2 unconnected molecules or ions with the total composition C2H9N2O (ωB97M-V with the def2-TZVPD basis set).

CARTESIAN COORDINATES (ANGSTROEM)
O: 1.051 -0.502 -0.539
N: -0.864 -1.752 0.395
N: 0.217 1.784 0.161
C: -0.920 2.327 0.290
C: 0.457 -1.808 -0.192
H: 0.405 -2.418 -1.080
H: -0.826 -1.210 1.239
H: 0.922 -0.394 -1.499
H: 1.022 2.432 0.132
H: -1.491 -1.271 -0.215
H: -1.780 1.694 0.280
H: 1.137 -2.282 0.495
H: -1.021 3.418 0.450
H: 0.531 0.714 0.031

Net charge ... +1
Kohn-Sham gap ... 9.4 eV
HOMO ... -14.3505 eV

Here are the natural (NBO) charges for atoms 1 to 2, given in e: number 1, O, carries -0.74; number 2, N, carries -0.79



ii.
Entry from the OMol25 dataset: a molecular structure, C2H9N2O (ωB97M-V with the def2-TZVPD basis set).

CARTESIAN COORDINATES (ANGSTROEM)
O: 1.072 1.427 -0.222
N: 1.217 -0.357 1.417
N: 1.115 -0.906 -1.302
C: 0.775 0.157 0.208
C: -2.417 0.680 -0.391
H: -2.286 1.610 0.160
H: 1.960 -0.589 -1.788
H: 0.274 -0.847 -1.734
H: -2.192 -0.195 0.215
H: -2.571 0.607 -1.454
H: 1.925 1.888 -0.040
H: 0.813 -1.290 1.608
H: 1.500 0.245 2.231
H: 1.192 -1.731 -0.724

Net charge ... +1
Kohn-Sham gap (spin up / spin down) ... 7.1 / 9.9 eV
HOMO (spin up / spin down) ... -12.2118 / -13.4001 eV

Here are the natural (NBO) charges for atoms 1 to 2, given in e: number 1, O, carries -0.71; number 2, N, carries -0.85



Which one sits at the bottom of the stability order? ii does.



i.
Entry from the OMol25 dataset: a single C4H9NO2S molecule (ωB97M-V with the def2-TZVPD basis set).

CARTESIAN COORDINATES (ANGSTROEM)
S: -0.215 1.883 0.838
O: -1.855 -2.135 -1.283
O: -2.474 -0.282 -0.280
N: -0.137 0.625 -1.657
C: -1.533 -1.087 -0.799
C: 1.763 -0.146 1.098
C: 0.285 0.055 0.720
C: -0.106 -0.501 -0.673
H: 0.631 -1.360 -0.998
H: -0.623 0.336 -2.480
H: 0.788 0.954 -1.850
H: 1.828 -1.125 1.700
H: -2.168 0.649 0.113
H: 2.324 0.017 0.185
H: -0.500 -0.530 1.363
H: 1.992 0.540 1.850
H: 0.000 2.109 2.152

Structure (SMILES) ... C[C@@H](S)[C@H](N)C(=O)O
Kohn-Sham gap ... 10.2 eV
HOMO ... -9.6870 eV

Here are the natural (NBO) charges for atoms 1 to 2, given in e: number 1, S, carries -0.07; number 2, O, carries -0.55



ii.
Entry from the OMol25 dataset: a molecular structure, C4H9NO2S (ωB97M-V with the def2-TZVPD basis set).

CARTESIAN COORDINATES (ANGSTROEM)
S: 0.210 1.652 -2.121
O: 0.153 -1.183 2.406
O: -1.948 -1.512 1.577
N: 0.174 -1.296 -0.766
C: 0.585 0.772 0.516
C: 1.263 1.285 -0.770
C: -0.825 -1.042 1.529
C: -0.424 -0.375 0.159
H: -0.004 -2.284 -0.658
H: 2.699 -0.076 -1.282
H: 1.294 0.276 1.166
H: 1.885 2.173 -0.637
H: 0.071 1.610 1.015
H: 1.993 0.349 -1.212
H: -0.513 -0.221 2.457
H: -1.319 0.055 -0.287
H: 0.081 -0.939 -1.703

Kohn-Sham gap ... 7.0 eV
HOMO ... -8.6815 eV

Here are the natural (NBO) charges for atoms 1 to 2, given in e: number 1, S, carries -0.13; number 2, O, carries -0.53



iii.
Entry from the OMol25 dataset: a molecular structure, C4H9NO2S (ωB97M-V with the def2-TZVPD basis set).

CARTESIAN COORDINATES (ANGSTROEM)
S: -0.803 -0.327 -1.879
O: -0.393 -1.407 1.645
O: -1.672 -1.890 -0.092
N: -0.928 -1.201 0.578
C: 1.947 -0.801 -0.386
C: -0.431 -0.012 -0.111
C: 1.000 0.253 0.295
C: -1.615 1.423 0.483
H: 1.522 -1.729 -0.050
H: -1.217 1.668 1.425
H: 1.380 1.277 0.153
H: -2.617 1.182 0.424
H: -1.408 2.090 -0.319
H: 2.846 -0.755 0.172
H: 1.850 -0.681 -1.463
H: -0.416 0.850 -2.320
H: 0.954 0.060 1.445

Kohn-Sham gap ... 9.2 eV
HOMO ... -9.2533 eV

Here are the natural (NBO) charges for atoms 1 to 2, given in e: number 1, S, carries 0.03; number 2, O, carries -0.38



iv.
Entry from the OMol25 dataset: a single C4H9NO2S molecule (ωB97M-V with the def2-TZVPD basis set).

CARTESIAN COORDINATES (ANGSTROEM)
S: -2.188 -2.032 -0.458
O: 1.145 2.883 1.055
O: -0.789 2.362 -0.119
N: 0.753 0.503 0.930
C: -1.349 -0.475 0.073
C: 0.336 2.089 0.283
C: 0.142 -0.616 0.315
C: 0.874 -1.086 -0.941
H: 0.309 -1.000 -1.863
H: -1.674 -2.956 0.336
H: 1.660 2.208 1.528
H: 1.729 -0.396 -1.054
H: -1.921 -0.035 0.929
H: 0.978 1.739 -0.587
H: 1.375 -2.058 -0.858
H: 0.282 -1.377 1.116
H: -1.665 0.247 -0.685

Kohn-Sham gap ... 6.6 eV
HOMO ... -9.2759 eV

Here are the natural (NBO) charges for atoms 1 to 2, given in e: number 1, S, carries -0.05; number 2, O, carries -0.68



Which one sits at the bottom of the stability order? ii does.



i.
Entry from the OMol25 dataset: a single C4H9NO2S molecule (ωB97M-V with the def2-TZVPD basis set).

CARTESIAN COORDINATES (ANGSTROEM)
S: -1.983 1.310 0.179
O: -0.523 0.922 -2.769
O: -0.975 -1.060 -1.858
N: 0.129 -0.403 0.427
C: -0.329 0.704 -0.382
C: -0.598 0.212 -1.808
C: 0.032 -0.169 1.857
C: 1.495 -0.752 0.055
H: 0.358 -1.069 2.375
H: -2.208 2.029 -0.917
H: 0.350 1.573 -0.387
H: -1.005 0.028 2.121
H: -0.936 -1.443 -0.959
H: 1.561 -0.921 -1.019
H: 0.650 0.675 2.186
H: 2.211 0.035 0.328
H: 1.769 -1.671 0.571

Structure (SMILES) ... CN(C)[C@H](S)C(=O)O
Kohn-Sham gap ... 10.2 eV
HOMO ... -9.5230 eV

Here are the natural (NBO) charges for atoms 1 to 2, given in e: number 1, S, carries -0.04; number 2, O, carries -0.57



ii.
Entry from the OMol25 dataset: a single C4H9NO2S molecule (ωB97M-V with the def2-TZVPD basis set).

CARTESIAN COORDINATES (ANGSTROEM)
S: 1.128 0.232 2.729
O: 0.592 -1.316 -2.322
O: -0.122 -2.512 -0.598
N: -1.680 0.312 -1.000
C: -0.525 -0.280 -0.402
C: 0.552 1.348 1.369
C: 0.669 0.731 -0.061
C: -0.012 -1.339 -1.307
H: -0.906 -0.671 0.558
H: -0.442 1.705 1.500
H: 1.645 0.178 0.027
H: -1.494 1.004 -1.718
H: 0.727 1.492 -0.899
H: 1.144 2.359 1.490
H: -2.308 0.648 -0.298
H: -0.658 -3.313 -0.934
H: 1.691 -0.578 1.866

Structure (SMILES) ... N[C@H](CCS)C(=O)O
Kohn-Sham gap ... 9.9 eV
HOMO ... -9.2189 eV

Here are the natural (NBO) charges for atoms 1 to 2, given in e: number 1, S, carries -0.03; number 2, O, carries -0.53



Which one sits at the bottom of the stability order? ii does.



i.
Entry from the OMol25 dataset: a molecular structure, CH2O3S2 (ωB97M-V with the def2-TZVPD basis set).

CARTESIAN COORDINATES (ANGSTROEM)
S: 0.269 -1.679 -1.154
S: -1.948 -1.753 -0.483
O: -2.372 -2.773 0.407
O: -2.783 -1.456 -1.616
O: -1.410 -0.504 0.307
C: -0.263 -0.143 -0.317
H: -0.592 0.671 -1.039
H: 0.543 0.067 0.463

Kohn-Sham gap ... 9.1 eV
HOMO ... -10.1614 eV

Here are the natural (NBO) charges for atoms 1 to 2, given in e: number 1, S, carries -0.04; number 2, S, carries 2.23



ii.
Entry from the OMol25 dataset: a single CH2O3S2 molecule (ωB97M-V with the def2-TZVPD basis set).

CARTESIAN COORDINATES (ANGSTROEM)
S: -0.554 -0.270 1.078
S: 2.143 -0.230 -2.052
O: 0.345 0.382 -0.293
O: -1.513 1.043 1.283
O: 0.441 -0.329 2.105
C: 0.815 -0.473 -1.154
H: -1.801 1.219 0.437
H: 0.124 -1.342 -1.405

Kohn-Sham gap (spin up / spin down) ... 9.1 / 9.1 eV
HOMO (spin up / spin down) ... -9.1428 / -9.1426 eV

Here are the natural (NBO) charges for atoms 1 to 2, given in e: number 1, S, carries 1.72; number 2, S, carries 0.00



iii.
Entry from the OMol25 dataset: 2 unconnected molecules or ions with the total composition CH2O3S2 (ωB97M-V with the def2-TZVPD basis set).

CARTESIAN COORDINATES (ANGSTROEM)
S: -1.765 -0.062 -0.048
S: 1.515 0.872 -0.109
O: -0.981 0.259 1.114
O: 0.204 -1.328 -0.510
O: -2.113 1.122 -0.766
C: 0.908 -0.709 0.313
H: 1.468 -1.028 1.165
H: 0.766 0.873 -1.159

Kohn-Sham gap ... 9.3 eV
HOMO ... -10.4492 eV

Here are the natural (NBO) charges for atoms 1 to 2, given in e: number 1, S, carries 1.71; number 2, S, carries 0.09



Which one sits at the bottom of the stability order? i does.



i.
Entry from the OMol25 dataset: a molecular structure, C4H6NS (ωB97M-V with the def2-TZVPD basis set).

CARTESIAN COORDINATES (ANGSTROEM)
S: -0.843 1.600 0.714
N: 0.302 -0.177 -0.952
C: -1.477 1.673 -0.767
C: 0.661 -0.883 1.002
C: 0.566 0.501 0.312
C: 0.455 -1.332 -0.409
H: 0.446 -2.288 -0.899
H: -0.152 -1.120 1.685
H: -2.366 2.267 -0.933
H: 1.613 -1.136 1.465
H: -1.026 1.136 -1.597
H: 1.472 1.107 0.313

Net charge ... +1
Kohn-Sham gap ... 8.6 eV
HOMO ... -15.0106 eV

Here are the natural (NBO) charges for atoms 1 to 2, given in e: number 1, S, carries 0.72; number 2, N, carries -0.43



ii.
Entry from the OMol25 dataset: a gas-phase ion, C4H6NS (charge +1) (ωB97M-V with the def2-TZVPD basis set).

CARTESIAN COORDINATES (ANGSTROEM)
S: 3.002 0.181 -0.160
N: 0.775 -1.234 0.118
C: -1.253 0.110 -0.377
C: 1.993 1.160 0.511
C: -0.231 -0.544 0.522
C: 1.977 -1.437 -0.139
H: -2.238 0.072 -0.007
H: -0.414 -0.445 1.588
H: 2.538 -2.316 -0.417
H: -1.159 -0.082 -1.377
H: -0.867 1.122 -0.223
H: 2.154 2.109 0.928

Net charge ... +1
Kohn-Sham gap ... 8.2 eV
HOMO ... -13.7108 eV

Here are the natural (NBO) charges for atoms 1 to 2, given in e: number 1, S, carries 0.56; number 2, N, carries -0.28



Which one sits at the bottom of the stability order? ii does.